Entry from the Open Molecules 2025 dataset: a structure of composition C16H35AlIN2O5P in a non-equilibrium geometry (ωB97M-V/def2-TZVPD).

The total energy is -54361.74805 eV. As for the charge: 0. The calculation puts the strongest force on any atom at 1.1 eV/Å. The orbital gap is 0.2221 hartree. The calculation puts the HOMO energy at -0.2475 Ha.

Geometry (Å):
C: -3.4598 4.2566 1.0640
C: -4.6341 4.4805 0.1066
C: -5.1458 3.1631 -0.4815
C: -6.1019 2.4291 0.4714
C: -5.7324 0.9813 0.7950
P: -7.1067 0.4433 1.9871
O: -6.7093 -1.1421 2.0995
I: -6.1650 1.3505 4.1054
C: -5.8717 0.0251 -0.4387
O: -4.8067 -0.8900 -0.4878
Al: -3.4374 0.0302 0.1839
C: -1.8795 -1.0364 0.9432
O: -0.6310 -0.7711 0.1697
N: 0.0735 0.2818 0.7387
O: 0.1590 1.2024 0.0183
O: -4.4866 0.8311 1.3829
H: -3.4309 5.0078 1.8535
H: -2.5094 4.3154 0.5326
H: -3.5315 3.2723 1.5278
H: -4.3546 5.1678 -0.6933
H: -5.4479 4.9628 0.6542
H: -5.6735 3.3864 -1.4096
H: -4.2932 2.5299 -0.7212
H: -6.1586 2.9689 1.4202
H: -7.1045 2.4185 0.0352
H: -7.3431 -1.5497 2.6875
H: -6.8061 -0.5470 -0.4050
H: -5.9151 0.6153 -1.3649
H: -2.8437 0.9448 -0.9952
H: -2.0244 -2.1103 0.8194
H: -1.6384 -0.8466 1.9932
C: 6.7132 -3.3497 -0.9670
C: 6.2867 -2.4405 -2.1190
C: 5.7920 -1.0394 -1.7907
N: 4.5407 -0.8858 -0.9541
C: 4.8820 -1.0202 0.5130
C: 3.6614 -1.0476 1.4178
C: 2.6632 -2.1033 0.9647
C: 2.2727 -1.8437 -0.4814
C: 3.4832 -1.8699 -1.3887
C: 4.0394 0.5066 -1.1921
H: 5.8655 -3.7411 -0.4030
H: 7.2503 -4.2098 -1.3627
H: 7.3823 -2.8353 -0.2751
H: 5.5621 -2.9536 -2.7524
H: 7.1548 -2.2719 -2.7601
H: 5.5742 -0.5322 -2.7300
H: 6.5617 -0.4655 -1.2729
H: 5.4579 -1.9347 0.6234
H: 5.5314 -0.1765 0.7443
H: 4.0061 -1.2465 2.4331
H: 3.1771 -0.0693 1.4464
H: 1.7799 -2.0848 1.6005
H: 3.1064 -3.1019 1.0539
H: 1.7541 -0.8910 -0.5626
H: 1.5685 -2.5997 -0.8264
H: 3.2318 -1.6111 -2.4170
H: 3.9344 -2.8600 -1.3778
H: 3.7643 0.6020 -2.2385
H: 4.8386 1.2020 -0.9485
H: 3.1745 0.7025 -0.5692

Results of the natural (NBO) charge analysis, in e, for atoms 1 through 8: number 1, C, carries -0.621; number 2, C, carries -0.385; number 3, C, carries -0.419; number 4, C, carries -0.451; number 5, C, carries -0.037; number 6, P, carries 0.932; number 7, O, carries -0.978; number 8, I, carries -0.250